Entry from the OMol25 dataset: C16H24BBa2Br12O8 as an isolated structure in a non-equilibrium geometry (the ωB97M-V functional and the def2-TZVPD basis).

Properties
HOMO: -0.558 Ha
HOMO-LUMO gap: 6.575 eV
largest force on an atom: 2.1 eV Å⁻¹
LUMO level: -8.61 eV
energy relative to the best compared isomer or geometry (same formula, charge and spin): 0.000 eV
multiplicity: 1
net charge: +3

Element x y z (Å)
Ba 14.194 -8.909 -21.175
Ba 10.216 -16.604 -15.060
O 14.511 -11.344 -20.340
C 14.306 -12.509 -20.035
O 13.716 -12.918 -18.951
B 13.224 -14.317 -19.094
O 13.676 -14.669 -20.419
C 14.233 -13.679 -21.025
O 14.527 -13.621 -22.180
O 11.760 -14.371 -18.972
C 11.385 -15.227 -18.094
O 10.252 -15.538 -17.803
C 12.632 -15.858 -17.480
O 13.651 -15.310 -18.031
O 12.506 -16.656 -16.567
Br 17.242 -17.735 -13.662
C 15.945 -18.491 -12.346
C 14.708 -17.623 -12.265
Br 13.794 -17.352 -13.976
H 16.521 -18.435 -11.428
H 15.778 -19.486 -12.743
H 14.848 -16.668 -11.768
H 13.988 -18.183 -11.667
Br 15.672 -19.987 -16.957
C 16.014 -18.072 -17.320
C 16.703 -17.852 -18.661
Br 17.543 -16.052 -18.687
H 16.643 -17.733 -16.502
H 15.081 -17.513 -17.315
H 16.027 -17.836 -19.508
H 17.534 -18.542 -18.766
Br 17.981 -13.265 -24.575
C 17.054 -14.482 -23.369
C 17.358 -15.903 -23.781
Br 16.259 -17.056 -22.612
H 16.006 -14.204 -23.354
H 17.481 -14.281 -22.387
H 18.397 -16.190 -23.670
H 16.960 -16.145 -24.761
Br 13.778 -9.549 -26.027
C 14.996 -11.096 -25.951
C 15.040 -11.774 -24.623
Br 16.087 -10.517 -23.452
H 15.910 -10.921 -26.511
H 14.483 -11.830 -26.584
H 15.594 -12.710 -24.652
H 14.065 -11.898 -24.165
Br 6.458 -15.481 -20.806
C 7.665 -16.298 -19.502
C 7.632 -17.808 -19.586
Br 8.711 -18.640 -18.146
H 7.446 -15.912 -18.511
H 8.670 -16.013 -19.804
H 8.124 -18.098 -20.512
H 6.620 -18.205 -19.603
Br 11.402 -13.551 -25.276
C 11.886 -14.639 -23.753
C 10.646 -15.391 -23.352
Br 10.906 -16.519 -21.793
H 12.263 -13.926 -23.029
H 12.679 -15.293 -24.103
H 10.351 -16.063 -24.155
H 9.789 -14.745 -23.179